No. 1
{"formula": "C7H10N2", "method": "ωB97M-V/def2-TZVPD", "total_charge": 0, "relative_energy_kcal_mol": 110.9, "smiles": "C#C[C@@]12CNC[C@H]1NC2", "lumo_ev": 1.03, "species": ["C", "C", "C", "C", "N", "C", "C", "N", "C", "H", "H", "H", "H", "H", "H", "H", "H", "H", "H"], "xyz": [[-2.560, -0.458, 0.126], [-1.363, -0.512, 0.296], [0.133, -0.595, 0.387], [0.705, -1.285, -0.877], [0.646, -0.207, -1.900], [0.421, 1.196, -1.341], [0.703, 0.801, 0.147], [0.341, 1.198, 1.544], [0.413, -0.298, 1.883], [-3.638, -0.444, -0.038], [1.736, -1.555, -0.681], [0.089, -2.128, -1.207], [1.409, -0.199, -2.561], [1.172, 1.853, -1.776], [-0.589, 1.560, -1.516], [1.774, 0.614, 0.140], [-0.643, 1.459, 1.510], [-0.320, -0.634, 2.651], [1.388, -0.560, 2.237]]}

No. 2
{"formula": "C37H50BrCl2FeIN4O3S2Si", "method": "ωB97M-V/def2-TZVPD", "total_charge": -2, "relative_energy_kcal_mol": 22.2, "lumo_ev": [3.68, 3.68], "species": ["Fe", "S", "C", "C", "C", "C", "C", "C", "S", "H", "H", "H", "H", "Cl", "C", "C", "C", "C", "C", "Cl", "C", "N", "C", "C", "C", "C", "C", "C", "C", "C", "O", "O", "H", "H", "H", "H", "H", "H", "H", "H", "H", "H", "C", "N", "C", "C", "O", "N", "C", "N", "H", "H", "H", "H", "H", "H", "H", "C", "C", "C", "C", "Si", "Br", "C", "C", "C", "C", "C", "C", "C", "C", "H", "H", "H", "H", "H", "H", "H", "H", "H", "H", "H", "H", "H", "H", "H", "H", "H", "H", "H", "H", "H", "H", "H", "H", "H", "H", "H", "I", "C", "H", "H"], "xyz": [[1.720, -1.879, 0.437], [1.910, -1.701, 2.794], [3.626, -1.677, 3.080], [4.083, -1.660, 4.407], [5.432, -1.623, 4.718], [6.370, -1.612, 3.691], [5.940, -1.627, 2.374], [4.580, -1.655, 2.035], [4.129, -1.629, 0.346], [3.337, -1.668, 5.194], [5.747, -1.595, 5.757], [7.432, -1.592, 3.918], [6.661, -1.607, 1.563], [0.790, 3.801, -2.118], [0.114, 5.002, -1.068], [-0.935, 5.765, -1.570], [-1.574, 6.674, -0.748], [-1.169, 6.839, 0.564], [-0.115, 6.075, 1.045], [0.386, 6.313, 2.686], [0.553, 5.125, 0.259], [1.532, 4.332, 0.862], [2.775, 4.053, 0.302], [3.425, 5.011, -0.483], [4.690, 4.778, -0.991], [5.334, 3.581, -0.717], [4.700, 2.633, 0.077], [3.437, 2.849, 0.613], [2.835, 1.824, 1.542], [1.463, 1.296, 1.087], [0.438, 1.919, 1.428], [1.500, 0.272, 0.355], [-1.257, 5.605, -2.589], [-2.406, 7.255, -1.126], [-1.654, 7.546, 1.222], [1.108, 3.559, 1.408], [2.914, 5.945, -0.695], [5.176, 5.534, -1.598], [6.326, 3.387, -1.107], [5.199, 1.695, 0.294], [2.702, 2.260, 2.537], [3.501, 0.964, 1.619], [1.710, 0.370, -4.848], [2.239, -0.657, -3.975], [2.066, -2.044, -4.358], [1.815, -2.740, -3.004], [1.651, -3.930, -2.899], [1.799, -1.774, -2.033], [1.983, -0.610, -2.614], [1.895, 0.549, -1.970], [2.084, 0.201, -5.857], [2.041, 1.356, -4.525], [0.612, 0.362, -4.873], [2.958, -2.448, -4.840], [1.209, -2.188, -5.023], [1.816, 0.471, -0.934], [2.400, 1.340, -2.329], [-4.974, 0.364, 0.557], [-3.502, 0.141, 0.177], [-3.264, 0.735, -1.219], [-2.605, 0.929, 1.145], [-3.060, -1.741, 0.206], [-0.754, -1.861, 0.129], [-3.605, -2.692, -1.397], [-2.755, -2.269, -2.606], [-5.086, -2.443, -1.718], [-3.388, -4.201, -1.219], [-3.564, -2.638, 1.847], [-2.733, -3.912, 2.063], [-5.057, -3.003, 1.849], [-3.280, -1.730, 3.053], [-5.218, 1.428, 0.464], [-5.170, 0.069, 1.590], [-5.654, -0.195, -0.092], [-3.418, 1.819, -1.178], [-3.953, 0.327, -1.962], [-2.237, 0.559, -1.545], [-2.876, 1.990, 1.101], [-1.548, 0.854, 0.885], [-2.713, 0.601, 2.177], [-2.835, -1.205, -2.823], [-3.087, -2.823, -3.492], [-1.703, -2.501, -2.436], [-5.273, -1.396, -1.967], [-5.731, -2.712, -0.878], [-5.386, -3.050, -2.580], [-2.354, -4.415, -0.941], [-3.596, -4.713, -2.166], [-4.052, -4.621, -0.462], [-2.837, -4.632, 1.254], [-3.054, -4.399, 2.990], [-1.674, -3.680, 2.164], [-5.290, -3.745, 1.082], [-5.690, -2.127, 1.680], [-5.327, -3.432, 2.819], [-2.238, -1.403, 3.060], [-3.458, -2.292, 3.976], [-3.928, -0.851, 3.067], [1.025, -5.200, 1.952], [1.795, -3.962, 0.348], [1.245, -4.313, -0.524], [2.831, -4.281, 0.249]]}

No. 3
{"formula": "C24H48AsF6O24Rb", "method": "ωB97M-V/def2-TZVPD", "total_charge": 0, "relative_energy_kcal_mol": 23.6, "lumo_ev": -1.04, "species": ["Rb", "As", "F", "F", "F", "F", "F", "F", "C", "O", "C", "O", "O", "C", "H", "H", "H", "H", "H", "H", "C", "O", "C", "O", "O", "C", "H", "H", "H", "H", "H", "H", "C", "O", "C", "O", "O", "C", "H", "H", "H", "H", "H", "H", "C", "O", "C", "O", "O", "C", "H", "H", "H", "H", "H", "H", "C", "O", "C", "O", "O", "C", "H", "H", "H", "H", "H", "H", "C", "O", "C", "O", "O", "C", "H", "H", "H", "H", "H", "H", "C", "O", "C", "O", "O", "C", "H", "H", "H", "H", "H", "H", "C", "O", "C", "O", "O", "C", "H", "H", "H", "H", "H", "H"], "xyz": [[-3.585, -0.694, -2.223], [-1.032, -0.719, 0.902], [-1.994, 0.672, 0.472], [-1.881, -1.612, -0.351], [-0.055, -2.058, 1.310], [-0.280, 0.247, 2.118], [-2.213, -1.226, 2.048], [0.119, -0.255, -0.293], [-1.738, 4.748, 1.890], [-2.393, 3.623, 2.443], [-1.737, 3.003, 3.428], [-0.826, 3.476, 4.054], [-2.265, 1.801, 3.589], [-1.661, 1.009, 4.604], [-0.680, 4.532, 1.703], [-1.779, 5.622, 2.537], [-2.191, 4.944, 0.922], [-2.166, 0.057, 4.694], [-1.735, 1.515, 5.575], [-0.594, 0.917, 4.426], [5.100, 3.573, 1.349], [4.141, 2.974, 2.195], [4.637, 2.328, 3.264], [5.800, 2.263, 3.549], [3.695, 1.781, 4.014], [2.307, 1.927, 3.694], [5.786, 2.834, 0.932], [5.702, 4.319, 1.867], [4.555, 4.042, 0.534], [1.998, 2.961, 3.801], [1.780, 1.264, 4.375], [2.081, 1.522, 2.709], [-1.631, 3.248, -1.942], [-1.850, 3.377, -3.353], [-1.767, 2.262, -4.072], [-1.479, 1.175, -3.635], [-2.023, 2.555, -5.336], [-1.979, 1.481, -6.260], [-1.062, 4.128, -1.655], [-1.069, 2.351, -1.694], [-2.588, 3.205, -1.426], [-2.520, 1.768, -7.154], [-2.423, 0.576, -5.840], [-0.953, 1.221, -6.530], [2.241, 1.805, -0.212], [3.200, 1.241, -1.134], [2.965, 1.233, -2.448], [3.504, 0.482, -3.194], [2.091, 2.197, -2.803], [1.897, 2.370, -4.202], [2.682, 2.764, 0.049], [2.157, 1.126, 0.624], [1.280, 1.977, -0.683], [1.032, 3.017, -4.333], [1.772, 1.408, -4.695], [2.759, 2.884, -4.634], [-6.019, 3.829, -1.415], [-6.239, 3.081, -0.226], [-5.439, 2.034, -0.037], [-4.619, 1.637, -0.839], [-5.718, 1.511, 1.130], [-4.887, 0.460, 1.606], [-6.480, 4.805, -1.301], [-6.425, 3.321, -2.288], [-4.956, 4.018, -1.583], [-3.830, 0.724, 1.607], [-4.938, -0.429, 0.970], [-5.202, 0.273, 2.624], [-2.236, -4.524, 1.779], [-3.420, -5.300, 1.929], [-3.374, -6.223, 2.887], [-2.463, -6.412, 3.647], [-4.515, -6.909, 2.863], [-4.718, -7.757, 3.980], [-1.927, -4.093, 2.731], [-2.466, -3.704, 1.109], [-1.401, -5.114, 1.402], [-4.763, -7.177, 4.907], [-3.914, -8.481, 4.101], [-5.675, -8.251, 3.851], [3.173, -2.546, 0.215], [3.877, -1.931, -0.876], [5.091, -1.412, -0.702], [5.686, -0.852, -1.565], [5.524, -1.592, 0.564], [6.845, -1.191, 0.828], [2.117, -2.555, -0.044], [3.266, -1.951, 1.121], [3.550, -3.558, 0.352], [7.508, -1.462, -0.001], [7.198, -1.750, 1.691], [6.962, -0.120, 0.979], [1.834, -5.527, -3.198], [2.905, -4.628, -3.442], [2.700, -3.298, -3.461], [3.564, -2.528, -3.736], [1.433, -2.982, -3.156], [1.185, -1.609, -2.876], [2.237, -6.500, -2.938], [1.181, -5.593, -4.070], [1.215, -5.184, -2.367], [1.812, -1.304, -2.037], [0.147, -1.518, -2.582], [1.481, -0.967, -3.705]]}

No. 4
{"formula": "CH6OS2", "method": "ωB97M-V/def2-TZVPD", "total_charge": 0, "relative_energy_kcal_mol": 25.8, "smiles": "CO.SS", "lumo_ev": -0.13, "species": ["C", "O", "H", "H", "H", "H", "S", "S", "H", "H"], "xyz": [[-1.157, 1.519, 0.218], [-2.410, 0.946, -0.207], [-1.293, 1.833, 1.277], [-0.918, 2.298, -0.524], [-0.341, 0.772, 0.319], [-2.254, 0.085, -0.607], [1.587, -1.767, -0.985], [2.721, -1.953, 0.833], [0.940, -0.582, -0.792], [3.126, -3.151, 0.468]]}